DFT (wB97M-V/def2-TZVPD) results for a 2-piece molecular cluster, C19H24N2O5 overall at a distorted geometry.

Geometry as XYZ:
```
50
Properties=species:S:1:pos:R:3:lowdin_charge:R:1
C 2.65 -5.02 -1.24 -0.050
N 1.49 -4.13 -1.24 0.039
C 1.45 -2.93 -0.66 -0.458
O 2.42 -2.47 -0.05 0.050
C 0.18 -2.06 -0.79 -0.127
N -0.50 -2.09 -2.10 0.128
C -1.10 -3.12 -2.70 -0.536
C -1.81 -2.82 -4.00 0.015
O -1.11 -4.26 -2.24 0.026
C -0.82 -2.34 0.35 -0.362
C -0.23 -2.17 1.75 -0.018
O -1.90 -1.43 0.27 -0.046
H 2.83 -5.39 -0.22 0.085
H 2.48 -5.86 -1.91 0.084
H 3.54 -4.47 -1.57 0.086
H 0.65 -4.45 -1.71 0.090
H 0.53 -1.04 -0.64 0.158
H -0.62 -1.19 -2.55 0.129
H -1.08 -2.50 -4.74 0.087
H -2.54 -2.04 -3.83 0.086
H -2.31 -3.73 -4.35 0.086
H -1.21 -3.36 0.25 0.147
H 0.21 -1.18 1.84 0.086
H 0.53 -2.92 1.93 0.088
H -1.02 -2.28 2.50 0.084
H -2.56 -1.74 0.91 0.119
O -1.79 0.50 -1.60 0.010
C -1.12 1.66 -1.31 -0.309
C -0.78 2.51 -2.35 -0.024
C -0.10 3.71 -2.10 -0.070
C 0.22 4.05 -0.78 -0.046
C -0.11 3.20 0.29 -0.170
C 0.20 3.59 1.68 -0.171
C 0.07 4.93 2.10 -0.044
C 0.34 5.29 3.42 -0.073
C 0.76 4.33 4.34 -0.034
C 0.89 3.00 3.94 -0.312
O 1.30 2.04 4.83 0.048
C 0.61 2.63 2.62 0.041
C -0.78 1.99 0.00 0.038
H -1.86 -0.08 -0.80 0.060
H -1.05 2.25 -3.37 0.112
H 0.16 4.38 -2.91 0.104
H 0.75 4.98 -0.59 0.107
H -0.26 5.69 1.40 0.106
H 0.23 6.33 3.73 0.104
H 0.97 4.62 5.36 0.108
H 1.50 2.45 5.69 0.107
H 0.73 1.59 2.34 0.117
H -1.06 1.33 0.81 0.115
```

Output
- M (g/mol) = 360.41
- F_max (eV Å⁻¹) = 1.259
- SMILES string = CNC(=O)[C@@H](NC(C)=O)[C@@H](C)O.Oc1cccc(-c2cccc(O)c2)c1
- spin multiplicity = 1
- highest occupied orbital energy (eV) = -8.30
- energy relative to the best compared isomer or geometry (same formula, charge and spin) (kcal/mol) = 13.8